No. 1
The following is a DFT calculation (the ωB97M-V functional and the def2-TZVPD basis) of C44H55N5O2P2S2Si2Zn as an isolated structure.

XYZ file:
```
113
Properties=species:S:1:pos:R:3:forces:R:3
Zn -1.1960 0.6487 0.1290 -0.09 -0.04 -0.17
C 3.6678 -1.9664 1.8324 0.03 0.02 0.03
Si 3.6566 -0.2201 1.1618 -0.20 -0.01 0.08
C 3.5889 0.8720 2.7601 0.37 0.03 0.08
C 5.3464 0.2216 0.4676 -0.04 0.01 -0.02
N 2.2477 0.2200 0.4142 0.41 0.07 -0.23
P 1.5516 0.3329 -1.0169 -0.34 -0.08 -0.24
C -0.0421 -0.2685 -1.2070 0.20 0.01 0.57
P -0.2820 -1.9817 -1.0268 0.11 0.09 -0.34
N -0.1073 -2.6705 0.3789 -0.45 0.16 0.09
Si -0.9702 -3.5469 1.5334 0.23 -0.03 -0.07
C -2.1377 -2.5048 2.6127 0.08 -0.06 0.00
C 0.2907 -4.3328 2.6920 -0.09 -0.06 0.06
C -2.0423 -4.9490 0.8846 -0.01 -0.02 -0.01
C 0.7955 -2.8697 -2.2090 -0.07 -0.10 0.00
C 1.4620 -4.0159 -1.7953 0.01 0.06 -0.02
C 2.1954 -4.7698 -2.7047 0.01 0.01 0.00
C 2.2606 -4.3790 -4.0333 0.02 0.00 0.03
C 1.5936 -3.2333 -4.4538 0.00 0.03 0.00
C 0.8611 -2.4859 -3.5471 -0.04 -0.05 -0.01
C -1.8944 -2.3477 -1.8377 -0.01 -0.04 0.09
C -2.1906 -3.6782 -2.1394 0.00 0.02 0.07
C -3.3884 -4.0244 -2.7417 0.00 0.00 -0.01
C -4.3169 -3.0395 -3.0552 -0.01 -0.01 -0.01
C -4.0288 -1.7129 -2.7779 -0.01 0.00 -0.01
C -2.8203 -1.3712 -2.1836 0.02 0.01 -0.08
C 2.7270 -0.2922 -2.2740 0.09 0.09 0.02
C 3.5222 -1.3988 -1.9898 0.03 0.03 0.03
C 4.4584 -1.8560 -2.9036 -0.01 -0.01 0.02
C 4.6162 -1.2022 -4.1173 -0.01 0.00 -0.02
C 3.8213 -0.1055 -4.4180 0.00 -0.03 -0.01
C 2.8807 0.3456 -3.5028 -0.02 -0.06 0.03
C 1.5065 2.1129 -1.4468 0.03 -0.02 0.12
C 0.4313 2.7027 -2.1010 0.01 -0.02 -0.05
C 0.4417 4.0651 -2.3874 -0.04 -0.03 0.05
C 1.5315 4.8422 -2.0308 0.00 0.01 0.01
C 2.6198 4.2581 -1.3911 0.01 0.00 -0.02
C 2.6024 2.9042 -1.1023 -0.02 -0.02 0.05
H 4.3561 -2.0875 2.6739 0.02 -0.02 -0.02
H 3.9595 -2.6839 1.0622 0.00 0.00 0.00
H 2.6607 -2.2468 2.1507 -0.01 0.00 -0.01
H 4.1878 0.5811 3.6242 -0.13 0.03 0.09
H 2.4609 0.6829 3.1478 -0.06 -0.12 -0.27
H 3.5904 1.9545 2.6341 -0.09 0.00 0.00
H 6.0094 0.6018 1.2511 0.01 -0.02 -0.01
H 5.2668 0.9845 -0.3091 0.01 0.01 0.01
H 5.8272 -0.6518 0.0246 -0.01 -0.01 -0.02
H -2.0900 -1.4591 2.3181 0.03 0.07 0.09
H -1.8939 -2.5816 3.6767 0.00 0.01 0.00
H -3.1770 -2.8192 2.4886 0.00 0.00 0.01
H 1.0344 -3.6038 3.0224 0.00 0.02 0.02
H 0.8237 -5.1416 2.1857 0.04 0.03 -0.01
H -0.1892 -4.7559 3.5796 0.02 -0.01 -0.01
H -2.8454 -4.5757 0.2456 0.00 -0.02 0.05
H -2.5013 -5.4857 1.7204 0.02 0.00 0.01
H -1.4574 -5.6664 0.3036 0.00 -0.01 -0.01
H 1.3922 -4.2994 -0.7515 0.01 -0.02 0.01
H 2.7094 -5.6652 -2.3767 0.00 0.00 0.00
H 2.8306 -4.9647 -4.7441 0.00 0.00 0.00
H 1.6471 -2.9266 -5.4910 0.00 0.01 0.00
H 0.3296 -1.5966 -3.8678 0.01 0.00 -0.01
H -1.4710 -4.4505 -1.8944 0.00 0.00 -0.03
H -3.5980 -5.0619 -2.9705 0.00 0.00 0.01
H -5.2542 -3.3061 -3.5274 0.00 0.00 0.00
H -4.7389 -0.9372 -3.0374 0.01 0.01 0.00
H -2.5828 -0.3286 -2.0260 0.04 0.07 0.03
H 3.3835 -1.9276 -1.0529 0.03 0.01 -0.03
H 5.0593 -2.7269 -2.6729 -0.01 0.00 0.01
H 5.3516 -1.5527 -4.8304 0.00 0.00 -0.01
H 3.9355 0.4030 -5.3671 0.00 0.01 0.00
H 2.2654 1.2026 -3.7457 0.00 0.02 -0.01
H -0.4088 2.0842 -2.3948 -0.02 0.00 0.02
H -0.4117 4.5125 -2.8771 -0.04 0.02 -0.02
H 1.5369 5.9026 -2.2496 -0.01 0.00 -0.01
H 3.4802 4.8597 -1.1238 -0.01 0.00 0.01
H 3.4424 2.4468 -0.5903 -0.01 0.02 -0.02
C -1.0637 2.6095 4.2703 0.04 -0.01 -0.05
C -1.4919 1.9640 2.9459 -0.07 0.07 0.12
N -0.3780 1.5169 2.0946 -0.15 -0.01 -0.02
C 0.4628 2.6980 1.7382 -0.02 0.05 -0.07
C 0.3793 3.8423 2.7595 -0.02 -0.10 0.04
N 0.2163 3.3078 4.1116 0.04 0.01 -0.03
C 1.3409 0.5873 3.7310 -0.17 0.14 0.22
C 0.3438 0.3581 2.6556 0.03 0.02 -0.04
H -0.9620 1.8551 5.0578 0.01 -0.01 -0.02
H -1.8695 3.2866 4.5771 -0.02 -0.03 0.03
H -2.0526 2.6964 2.3640 -0.02 -0.02 -0.06
H -2.1553 1.1206 3.1354 -0.01 0.05 -0.01
H 0.1131 3.0993 0.7875 0.02 -0.04 -0.12
H 1.4795 2.3490 1.5739 0.02 -0.03 0.02
H -0.4359 4.5168 2.4754 -0.04 0.03 -0.01
H 1.3060 4.4157 2.7202 -0.02 0.02 -0.03
H 0.3015 4.0446 4.7982 0.01 0.00 -0.01
H 1.3159 1.5549 4.2361 0.05 -0.03 0.01
H 1.5693 -0.2753 4.3514 0.03 -0.03 -0.07
H -0.3929 -0.3392 3.0626 -0.08 -0.11 0.00
H 0.8392 -0.1707 1.8233 -0.01 -0.08 -0.02
O -2.1194 4.6789 0.1254 0.07 -0.12 0.04
S -2.9869 3.8270 -0.6437 0.03 0.06 -0.09
O -3.0564 4.0196 -2.0602 0.05 0.02 -0.02
N -2.6765 2.2342 -0.2903 0.02 0.07 0.31
C -3.6786 1.6741 0.3707 0.00 0.05 -0.06
S -3.5452 0.1034 0.9374 0.17 0.01 -0.09
C -4.8333 2.5737 0.6145 0.00 0.01 0.02
C -5.9831 2.3229 1.3438 -0.03 -0.03 -0.07
C -6.8837 3.3647 1.5178 -0.01 0.00 0.00
C -6.6357 4.6252 0.9786 0.00 0.00 -0.02
C -5.4774 4.8785 0.2537 -0.02 -0.03 -0.10
C -4.5992 3.8279 0.0865 0.07 0.03 0.12
H -6.1585 1.3399 1.7609 0.00 0.01 0.02
H -7.7884 3.1998 2.0878 -0.01 0.00 -0.01
H -7.3512 5.4221 1.1324 -0.01 -0.01 0.00
H -5.2729 5.8541 -0.1662 0.01 0.01 0.03
```
Positions in Å, forces in eV/Å.

total energy = -5971.34344 hartree
frontier orbital gap = 4.909 eV
molecular weight = 933.6 g/mol
lowest unoccupied orbital energy = -1.945 eV
energy relative to the best compared isomer or geometry (same formula, charge and spin) = 2.7492 eV
total charge = 0



No. 2
The following is a DFT calculation (the ωB97M-V functional and the def2-TZVPD basis) of C44H56BBrClN2O5PS2Ta as an isolated structure.

XYZ file:
```
114
Properties=species:S:1:pos:R:3:forces:R:3
Ta -0.3089 1.1372 -0.5406 0.19 -0.50 -0.45
N -0.2331 -2.8459 -0.5627 -0.04 0.04 0.17
C -0.4631 -3.3181 -1.8285 0.01 -0.13 -0.20
C -0.4455 -4.6653 -2.1228 0.00 0.12 0.08
C -0.7241 -5.1318 -3.4144 -0.03 0.02 -0.14
C -1.0204 -4.2610 -4.4254 0.01 -0.10 0.05
C -1.0502 -2.8739 -4.1614 0.00 0.02 0.03
C -1.3700 -1.9323 -5.1675 -0.02 0.10 0.03
C -1.3930 -0.6088 -4.8587 0.03 -0.11 0.01
C -1.0846 -0.2194 -3.5391 0.03 -0.01 -0.09
N -0.7878 -1.0477 -2.5664 -0.02 0.36 -0.13
C -0.7696 -2.3832 -2.8667 -0.08 -0.14 0.12
H 0.0765 -1.8902 -0.5061 0.05 0.00 -0.01
H 0.2347 -3.4637 0.0783 0.03 -0.01 0.01
H -0.2150 -5.3747 -1.3375 0.01 0.01 0.03
H -0.6981 -6.1976 -3.6008 -0.01 -0.01 -0.03
H -1.2390 -4.6110 -5.4256 0.00 -0.01 -0.01
H -1.6030 -2.2853 -6.1646 0.01 0.00 -0.02
H -1.6531 0.1515 -5.5808 0.00 0.00 -0.03
H -1.0913 0.8393 -3.3161 -0.01 -0.01 0.02
C 7.3086 0.6343 0.6563 -0.01 -0.03 0.02
C 6.9113 -0.0238 -0.6719 0.03 0.01 0.01
C 7.7647 0.5912 -1.7810 -0.04 0.01 -0.03
C 7.2132 -1.5264 -0.6096 0.01 -0.01 0.03
C 5.4163 0.1763 -0.9112 0.05 0.00 0.01
C 4.5030 -0.3097 0.0180 -0.11 -0.05 0.10
C 3.1508 -0.1168 -0.1692 0.20 0.08 -0.25
Br 1.9412 -0.7389 1.1416 0.01 0.03 -0.08
C 2.6512 0.5481 -1.3016 0.43 0.14 0.02
O 1.3308 0.7576 -1.4023 -0.40 -0.16 0.06
C 3.5493 1.0206 -2.2724 -0.03 -0.17 0.23
C 4.9117 0.8269 -2.0233 -0.10 -0.01 0.02
C 3.1709 1.7866 -3.5455 0.03 0.04 -0.09
C 4.0313 1.2887 -4.7228 -0.01 0.08 0.02
C 1.7176 1.6316 -3.9921 -0.07 0.01 0.00
C 3.4494 3.2769 -3.3026 0.02 0.00 -0.02
H 8.3775 0.5040 0.8355 0.01 0.00 0.00
H 6.7738 0.1953 1.4991 -0.01 0.00 0.01
H 7.0915 1.7035 0.6400 0.00 0.02 -0.01
H 8.8203 0.4286 -1.5604 0.01 -0.01 0.02
H 7.6060 1.6679 -1.8625 0.00 0.02 0.00
H 7.5557 0.1365 -2.7507 0.00 -0.01 -0.02
H 8.2788 -1.6892 -0.4382 0.02 -0.01 0.00
H 6.9364 -2.0171 -1.5437 0.00 0.00 -0.02
H 6.6669 -2.0120 0.1993 -0.01 -0.01 0.01
H 4.8382 -0.8311 0.9044 -0.01 0.00 0.01
H 5.6082 1.2203 -2.7445 0.03 0.00 -0.02
H 3.9134 0.2134 -4.8630 -0.01 -0.02 0.01
H 5.0910 1.5041 -4.5987 0.02 0.00 -0.01
H 3.7089 1.7871 -5.6376 -0.01 0.02 -0.02
H 1.4440 0.5826 -4.0995 -0.03 -0.05 0.01
H 1.6059 2.1101 -4.9666 -0.01 0.00 -0.03
H 1.0126 2.1062 -3.3141 0.03 0.01 -0.04
H 4.4953 3.4463 -3.0423 0.02 0.01 0.01
H 2.8303 3.6601 -2.4891 -0.02 -0.01 0.02
H 3.2223 3.8531 -4.2017 -0.01 0.01 -0.02
C -5.2678 2.0154 1.5055 0.05 0.00 0.00
C -5.0269 1.8356 0.0273 -0.11 -0.12 -0.07
O -3.7358 2.3943 -0.3048 0.12 0.12 -0.23
P -3.3958 2.6038 -1.8682 0.06 -0.38 0.08
S -3.9737 1.1349 -2.9714 -0.09 0.17 0.03
S -1.3731 3.0232 -1.8047 -0.28 -0.06 0.23
O -4.1063 3.9652 -2.2902 0.08 -0.08 0.01
C -3.6828 5.2801 -1.8790 -0.01 0.07 -0.05
C -3.9480 5.5556 -0.4164 0.00 -0.05 0.03
H -6.2642 1.6522 1.7597 -0.02 -0.01 -0.02
H -5.2029 3.0666 1.7876 0.01 0.01 0.00
H -4.5443 1.4473 2.0888 0.03 0.00 0.02
H -5.7938 2.3387 -0.5682 0.01 -0.01 0.05
H -5.0100 0.7824 -0.2586 -0.04 0.04 0.02
H -4.2561 5.9498 -2.5193 0.03 0.01 0.04
H -2.6247 5.3963 -2.1183 -0.01 0.01 0.01
H -5.0045 5.4151 -0.1856 -0.01 -0.01 0.02
H -3.6806 6.5876 -0.1878 0.00 0.03 -0.02
H -3.3586 4.8983 0.2223 0.00 0.01 0.00
C -3.2064 -5.0659 4.8994 0.00 0.02 0.01
C -3.9814 -3.7478 5.0384 -0.01 -0.03 0.03
C -5.4622 -4.0811 5.2240 0.00 0.01 -0.02
C -3.5009 -3.0069 6.2938 0.00 0.00 0.00
C -3.7267 -2.8849 3.8018 -0.05 -0.02 0.00
C -4.7462 -2.5239 2.9224 0.00 -0.05 0.10
C -4.5206 -1.7497 1.7845 0.11 0.07 -0.10
C -3.2291 -1.3415 1.5561 0.09 -0.17 0.15
O -2.7174 -0.5819 0.5389 -0.20 0.01 -0.02
B -1.3499 -0.4346 0.8104 -0.23 0.36 -0.14
O -1.0254 -1.1433 1.9678 0.14 -0.06 0.20
C -2.1998 -1.6916 2.4218 -0.20 0.01 -0.07
C -2.4174 -2.4582 3.5408 0.05 0.07 -0.10
H -3.3699 -5.6964 5.7758 0.00 -0.01 0.02
H -2.1344 -4.8898 4.8067 0.02 0.00 0.00
H -3.5337 -5.6142 4.0149 -0.01 -0.01 -0.01
H -5.5905 -4.6720 6.1321 0.01 -0.01 0.01
H -5.8517 -4.6679 4.3909 0.00 0.00 -0.02
H -6.0689 -3.1797 5.3250 0.00 0.01 0.01
H -3.6978 -3.6078 7.1838 0.00 -0.01 0.01
H -4.0199 -2.0534 6.4028 -0.01 0.01 0.00
H -2.4304 -2.8049 6.2603 0.02 0.01 -0.01
H -5.7565 -2.8511 3.1169 -0.02 -0.01 0.00
H -5.3235 -1.4882 1.1089 -0.01 0.00 -0.01
H -1.5939 -2.7142 4.1931 0.03 0.00 0.01
Cl -1.7947 2.2960 1.9959 0.10 0.05 0.05
C -0.2516 2.2085 2.8307 -0.06 0.02 -0.04
C -0.2243 1.9428 4.1851 0.05 0.01 0.00
C 1.0080 1.8836 4.8203 -0.07 -0.01 0.06
C 2.1702 2.0940 4.0926 0.04 -0.01 0.06
C 2.1118 2.3515 2.7343 -0.08 0.00 -0.09
C 0.8912 2.4086 2.0612 -0.08 -0.14 0.24
C 0.7514 2.6360 0.6042 0.34 0.61 0.16
H -1.1475 1.7816 4.7239 -0.01 0.00 0.02
H 1.0562 1.6745 5.8803 0.00 0.00 0.01
H 3.1310 2.0515 4.5890 0.01 0.00 0.01
H 3.0246 2.5010 2.1702 0.02 0.00 -0.03
H 1.7342 2.8030 0.1499 0.01 -0.02 0.03
H 0.1845 3.5650 0.4642 0.02 -0.02 -0.10
```
Positions in Å, forces in eV/Å.

total energy = -6449.99422 hartree
frontier orbital gap (spin up / spin down) = 6.937 / 7.824 eV
molecular weight = 1095.2 g/mol
lowest unoccupied orbital energy (spin up / spin down) = -0.017 / 0.231 eV
2S+1 = 2
energy relative to the best compared isomer or geometry (same formula, charge and spin) = 1.8835 eV
total charge = 0